[1]
Entry from OMol25: C10H8Cl2N3O3SV as an isolated structure at a distorted geometry (wB97M-V/def2-TZVPD).

Geometry as XYZ:
```
28
Properties=species:S:1:pos:R:3
V -0.7418 -0.7304 0.5382
N -1.8034 -3.1679 -2.7115
C -1.4926 -2.1227 -1.9099
S -2.4103 -1.9623 -0.3346
N -0.6368 -1.2382 -2.3277
N -0.4111 -0.2449 -1.4003
C 0.1917 0.8203 -1.7844
C 0.4121 1.9671 -0.9072
C 1.1802 3.0224 -1.3849
C 1.3237 4.2094 -0.6861
C 0.6283 4.3188 0.5647
C -0.0914 3.2496 1.0561
C -0.2677 2.0675 0.3387
O -0.9879 1.0682 0.8986
H -2.3732 -3.8654 -2.2822
H -1.1710 -3.4192 -3.4478
H 0.5570 0.8303 -2.8306
H 1.6727 2.9544 -2.3441
H 1.8235 5.0621 -1.0769
H 0.6440 5.2811 1.1270
H -0.5852 3.3941 1.9804
Cl -0.6315 -2.4974 4.0119
C 0.7848 -3.1862 3.2757
Cl 1.0120 -4.8388 3.7273
C 0.6479 -2.9544 1.7631
O 0.5819 -1.6410 1.5246
O 0.5791 -3.8289 0.9288
H 1.5649 -2.5476 3.6929
```

Properties
2S+1: 3
HOMO (alpha / beta): -8.7 / -8.7 eV
Orbital gap (alpha / beta): 8.3 / 8.1 eV
LUMO (alpha / beta): -0.33 / -0.56 eV


[2]
Entry from OMol25: one molecule with the formula C10H8ClFO2S at a distorted geometry (wB97M-V/def2-TZVPD).

Geometry as XYZ:
```
23
Properties=species:S:1:pos:R:3
C 0.3070 -1.2560 -1.6596
C 0.7239 -0.3232 -2.5905
C -0.2384 1.4086 -1.2202
C -0.3588 -0.8761 -0.4997
C -0.6508 0.4723 -0.2776
C 0.4532 1.0137 -2.3538
C -0.6864 -2.0316 0.4360
C -1.4214 0.9512 0.9272
C -0.9523 0.3970 2.2361
C 1.6656 0.1567 1.5565
O -1.5644 -2.8099 0.1595
O 0.1119 -2.1701 1.4591
F -1.9298 0.3318 3.1837
S 0.3318 -0.5652 2.5617
Cl 0.9937 2.2122 -3.4766
H 0.4999 -2.3052 -1.8259
H 1.2505 -0.6268 -3.4811
H -0.4519 2.4559 -1.0687
H -1.4279 2.0463 0.9602
H -2.4663 0.6294 0.8169
H 2.4116 0.5044 2.2666
H 1.2987 0.9905 0.9721
H 2.1008 -0.6058 0.9181
```

Properties
2S+1: 1
HOMO: -8.8 eV
Orbital gap: 8.8 eV
LUMO: -0.07 eV


[3]
Entry from OMol25: one molecule with the formula C10H8N2 at a distorted geometry (wB97M-V/def2-TZVPD).

Geometry as XYZ:
```
20
Properties=species:S:1:pos:R:3
C 3.3603 0.4386 -0.1950
C 2.9649 -0.7918 -0.1405
C 1.5880 -1.1146 -0.0490
C 0.7318 0.0013 -0.0313
C 2.3859 1.4408 0.0241
C -0.7213 -0.1709 -0.1516
C -1.5184 0.9807 0.0717
C -2.8048 0.8239 0.2896
C -3.3896 -0.3833 0.2436
C -2.5567 -1.5106 -0.0828
H 4.3833 0.8735 -0.3152
H 3.6043 -1.5903 -0.1562
H 1.0141 -2.1048 0.1957
H 2.8138 2.4363 0.2038
H -0.8209 1.9980 -0.1874
H -3.5634 1.5744 0.5998
H -4.3904 -0.4234 0.1033
H -2.9488 -2.4569 -0.1462
N 1.0644 1.3685 -0.0179
N -1.1965 -1.3895 -0.2585
```

Properties
2S+1: 1
HOMO: -8.6 eV
Orbital gap: 8.9 eV
LUMO: 0.30 eV
SMILES: c1ccc(-c2ccccn2)nc1


[4]
Entry from OMol25: one molecule with the formula C10H8N2 at a distorted geometry (wB97M-V/def2-TZVPD).

Geometry as XYZ:
```
20
Properties=species:S:1:pos:R:3
C -3.2914 -0.1518 0.1393
C -2.7067 1.0404 -0.0803
C -1.2982 1.0978 -0.4377
C -0.6072 -0.0366 -0.2198
C -2.4874 -1.2931 0.1800
C 0.8804 -0.0609 -0.2377
C 1.5548 1.1042 0.0379
C 2.9744 1.0534 0.3240
C 2.9446 -1.1969 -0.2027
C 1.5655 -1.2617 -0.2594
H -4.3797 -0.1766 0.4938
H -3.2410 1.9704 -0.2322
H -0.7114 2.0392 -0.7603
H -2.8820 -2.3286 0.4567
H 0.9586 1.9777 0.3694
H 3.6197 1.7945 0.7728
H 3.5353 -2.1816 -0.0824
H 1.0743 -2.1609 -0.3829
N -1.1781 -1.1756 0.0824
N 3.6753 -0.0533 0.0391
```

Properties
2S+1: 1
HOMO: -9.4 eV
Orbital gap: 9.7 eV
LUMO: 0.35 eV
SMILES: c1ccc(-c2ccncc2)nc1


[5]
Entry from OMol25: one molecule with the formula C10H8N2O2 at a distorted geometry (wB97M-V/def2-TZVPD).

Geometry as XYZ:
```
22
Properties=species:S:1:pos:R:3
C 0.7933 -0.0790 0.1077
C 1.7677 -0.9877 0.0924
C -3.2242 -1.5394 0.2078
C -2.9418 -0.2399 0.5884
C -2.1916 -2.3150 -0.3622
C -1.6643 0.2404 0.5139
C -0.9174 -1.8038 -0.3381
C -0.6420 -0.5267 0.0612
C 2.8061 -1.6694 0.2086
C 2.5335 2.9134 -0.5958
N 1.2135 1.2433 0.2528
N 2.1030 1.5364 -0.5930
O 3.7712 -2.3371 0.3449
O 0.5941 2.0159 0.9976
H -4.2419 -1.9297 -0.1041
H -3.6860 0.2650 1.1885
H -2.1802 -3.4472 -0.6032
H -1.5168 1.2880 0.8341
H -0.0918 -2.4417 -0.8264
H 2.4955 3.4838 0.3891
H 3.5057 2.8489 -1.0633
H 1.7146 3.4815 -1.3010
```

Properties
2S+1: 1
HOMO: -9.1 eV
Orbital gap: 7.6 eV
LUMO: -1.51 eV
SMILES: C/N=[N+](\[O-])C(=C=C=O)c1ccccc1


[6]
Entry from OMol25: C10H8N3O5Pt as an isolated structure (wB97M-V/def2-TZVPD).

Geometry as XYZ:
```
27
Properties=species:S:1:pos:R:3
Pt -1.7542 0.3717 -1.0618
O 1.2936 2.7543 -2.3964
C 0.6995 1.8914 -1.7730
O -0.5835 1.7172 -1.9051
C 1.4881 1.0634 -0.7598
C 1.1092 1.3587 0.7069
C 2.2872 0.9640 1.6121
C 2.1711 -0.5829 1.5927
C 0.9522 -0.7752 0.6754
O 0.1452 0.3535 1.0235
C 1.3945 -0.4928 -0.7787
C 0.5730 -1.1983 -1.8593
O 1.1312 -2.0276 -2.5533
O -0.7060 -0.9780 -2.0132
H 2.5191 1.3655 -0.9320
H 0.6861 2.3451 0.8816
H 2.1367 1.3562 2.6171
H 3.2420 1.3320 1.2378
H 1.9620 -0.9754 2.5870
H 3.0617 -1.0779 1.2071
H 0.3872 -1.6926 0.8198
H 2.3882 -0.9060 -0.9377
N -7.4860 -1.7488 0.1565
C -6.3984 -1.5898 0.5179
N -5.1859 -1.4636 1.0339
C -4.2344 -0.9261 0.3829
N -3.2797 -0.4380 -0.0820
```

Properties
2S+1: 1
HOMO (alpha / beta): -6.0 / -6.0 eV
Total charge: -1
Orbital gap (alpha / beta): 7.7 / 7.7 eV
LUMO (alpha / beta): 1.68 / 1.68 eV


[7]
Entry from OMol25: one molecule with the formula C10H8O at a distorted geometry (wB97M-V/def2-TZVPD).

Geometry as XYZ:
```
19
Properties=species:S:1:pos:R:3
C 0.9721 2.8007 1.2958
C 0.9903 2.5770 -0.0666
C 0.5650 1.4271 -0.6885
C 0.1031 0.4032 0.1242
C 0.2346 0.5738 1.6034
C 0.5249 1.7469 2.0983
C -0.2249 -0.9133 -0.4848
C 0.3325 -1.5829 -1.3846
C -0.5044 -2.7570 -1.6391
C -1.5005 -2.6392 -0.7250
H 1.2268 3.8033 1.6151
H 1.3800 3.5843 -0.8161
H 0.5115 1.4325 -1.8274
H -0.2465 -0.2896 2.3466
H 0.6797 1.7271 3.1680
H 1.2594 -1.3104 -1.8895
H -0.3192 -3.6533 -2.4419
H -2.3959 -3.0903 -0.7373
O -1.3814 -1.5027 -0.0270
```

Properties
2S+1: 1
HOMO: -8.5 eV
Orbital gap: 9.4 eV
LUMO: 0.91 eV
SMILES: c1ccc(-c2ccco2)cc1


[8]
Entry from OMol25: a 2-piece molecular cluster, C10H8O4S overall at a distorted geometry (wB97M-V/def2-TZVPD).

Geometry as XYZ:
```
23
Properties=species:S:1:pos:R:3
C 2.4164 0.5025 -0.3164
C 1.4697 1.3566 -0.7055
C 2.0081 -0.4271 0.6906
C 0.2642 1.5862 0.1869
C 1.6386 -2.9861 -0.6160
C 0.0032 -1.4568 2.0432
C -1.8745 0.4108 0.5222
C -1.4965 1.6513 -1.6173
C 1.0988 -0.7024 1.4677
C -1.0414 1.1479 -0.4371
O 2.2988 -3.4620 0.1643
O 0.2202 2.0106 1.3285
O 0.9478 -2.4424 -1.3454
O -2.6530 1.3712 -2.2756
S -1.3699 -1.3835 0.7117
H 3.3226 0.1719 -0.9048
H 1.3647 1.9609 -1.5693
H 0.3124 -2.5769 2.2727
H -0.4963 -1.1112 2.9659
H -1.5990 0.9935 1.3975
H -2.8486 0.3572 0.0636
H -0.8351 2.3370 -2.1255
H -3.1511 0.6906 -1.9020
```

Properties
2S+1: 1
HOMO: -8.6 eV
Orbital gap: 8.6 eV
LUMO: 0.01 eV
SMILES: O=C1/C=C\C#CCSC/C1=C\O.O=C=O


[9]
Entry from OMol25: a 2-piece molecular cluster, C10H8O5S overall at a distorted geometry (wB97M-V/def2-TZVPD).

Geometry as XYZ:
```
24
Properties=species:S:1:pos:R:3
C 2.3409 0.8198 0.4771
C 2.0988 1.9802 -0.1228
C 0.6691 2.4549 -0.4510
C -0.3116 1.3096 -0.4909
C -0.2511 0.2483 -1.3049
S 1.0243 0.0920 -2.5539
C -1.2590 -0.8570 -1.2195
O -1.3514 -1.6619 -2.1120
C -2.0845 -0.9022 -0.0004
C -2.1806 0.1498 0.8126
C -1.4474 1.3761 0.4706
O -1.7622 2.4382 0.9833
H 1.6487 0.4125 1.2132
H 3.2239 0.2430 0.2028
H 2.9276 2.6217 -0.4327
H 0.6390 3.1013 -1.3338
H 0.3707 3.0958 0.3963
H 1.9946 -0.6675 -1.9815
H -2.6408 -1.8056 0.2383
H -2.8138 0.1151 1.6910
C -0.1897 -3.6680 1.3555
O 0.4215 -4.4305 0.5574
O -1.3161 -3.9723 1.9145
O 0.2492 -2.4933 1.6908
```

Properties
2S+1: 1
HOMO: 1.4 eV
Total charge: -2
Orbital gap: 3.2 eV
LUMO: 4.60 eV


[10]
Entry from OMol25: one molecule with the formula C10H8OS at a distorted geometry (wB97M-V/def2-TZVPD).

Geometry as XYZ:
```
20
Properties=species:S:1:pos:R:3
C 2.5361 -0.4248 -0.1208
C 2.9021 1.0118 0.1177
C 1.9033 1.9120 0.2464
C 0.5662 1.6309 0.0918
C 0.1765 0.2983 -0.1381
C 1.2626 -0.7785 -0.0609
C -1.3124 -0.0210 -0.1065
C -1.9478 -1.1716 0.3674
C -3.3627 -1.1520 0.2465
C -3.8213 0.1179 -0.2142
H 3.3406 -2.1247 -0.9032
H 4.0425 1.1110 0.0501
H 2.1960 3.0074 0.5002
H -0.2976 2.2165 0.5402
H 0.8489 -1.8110 -0.5045
H -1.2705 -2.1179 0.5709
H -3.9430 -2.0275 0.6876
H -4.9371 0.3668 -0.3887
O 3.6158 -1.2025 -0.4783
S -2.4982 1.1588 -0.5035
```

Properties
2S+1: 1
HOMO: -8.0 eV
Orbital gap: 8.3 eV
LUMO: 0.29 eV
SMILES: Oc1cccc(-c2cccs2)c1


[11]
Entry from OMol25: C10H9Br12NO2 as an isolated structure at a distorted geometry (wB97M-V/def2-TZVPD).

Geometry as XYZ:
```
34
Properties=species:S:1:pos:R:3
C -11.3951 10.5163 16.7782
Br -11.2391 11.8381 15.3168
Br -9.5972 10.1417 17.5292
Br -12.5012 8.9063 16.2440
H -11.8860 10.8919 17.6760
C -17.3420 12.5932 19.8380
Br -18.5034 11.0553 20.3311
Br -17.9176 12.9650 17.9693
Br -15.4074 12.1013 19.9565
H -17.5593 13.4567 20.4667
C -17.6987 13.7331 12.4132
Br -16.0684 14.7927 12.0581
Br -17.6670 12.0526 11.3501
Br -19.2386 14.8142 11.8188
H -17.8493 13.6612 13.4903
C -16.7230 18.1761 22.1072
Br -15.8665 19.9913 21.8421
Br -15.4392 16.6434 22.0412
Br -18.2901 17.9809 20.8594
H -17.1899 18.2624 23.0883
C -21.5885 14.6398 29.0638
C -20.7358 15.3953 28.2705
C -20.4907 14.9665 26.9795
C -21.1067 13.8386 26.3917
C -21.9688 13.0919 27.2523
C -22.1369 13.4425 28.5715
N -20.8763 13.4613 24.9125
O -21.3589 12.3675 24.4756
O -20.1582 14.1871 24.2353
H -21.7054 14.9587 30.0890
H -20.3505 16.3214 28.6709
H -19.8555 15.6475 26.4326
H -22.4760 12.1767 26.9847
H -22.6237 12.8636 29.3424
```

Properties
2S+1: 1
HOMO: -10.1 eV
Orbital gap: 9.3 eV
LUMO: -0.83 eV


[12]
Entry from OMol25: C10H9BrNO2P as an isolated structure at a distorted geometry (wB97M-V/def2-TZVPD).

Geometry as XYZ:
```
24
Properties=species:S:1:pos:R:3
C -1.5506 -2.9671 -0.6174
C -0.6310 -2.8247 0.3667
C -1.8860 -1.8292 -1.4619
C 0.0217 -1.5961 0.6198
C -1.2601 -0.5972 -1.2672
C -0.1307 -0.4936 -0.2932
C 1.8548 2.4359 1.0512
C -0.5929 2.9231 1.0057
C 1.7183 0.9058 0.8801
C 0.6479 0.6431 -0.2025
N 0.5906 3.0516 1.0785
O 2.8426 3.0439 1.3525
O -1.7423 2.9157 0.9508
P 0.5988 1.9137 -1.5573
Br -1.1202 -0.6000 2.5783
H -2.1303 -3.9404 -0.6507
H -0.5331 -3.6279 1.0848
H -2.5403 -1.9996 -2.2546
H 0.7344 -1.6164 1.3981
H -1.4388 0.1666 -1.9982
H 2.6553 0.6507 0.5731
H 1.5868 0.4647 1.8360
H 0.2742 1.1212 -2.7284
H 2.0308 1.8561 -1.7442
```

Properties
2S+1: 1
HOMO (alpha / beta): -8.3 / -8.6 eV
Orbital gap (alpha / beta): 6.1 / 6.6 eV
LUMO (alpha / beta): -2.21 / -2.03 eV